Density functional theory data (ωB97M-V with the def2-TZVPD basis set) for 5 unconnected molecules or ions with the total composition C4H15NO3 in a non-equilibrium geometry.

Geometry as XYZ:
```
23
Properties=species:S:1:pos:R:3:forces:R:3:lowdin_charge:R:1
C -0.176 -0.210 1.669 0.519 2.247 -1.525 -0.278
C -0.936 0.443 0.522 0.670 -0.336 0.177 -0.190
C -0.464 1.837 0.268 0.238 0.374 -0.069 -0.204
C -0.489 2.414 -0.927 0.294 -0.476 0.214 0.014
N 1.197 -0.137 1.520 -0.639 -0.558 0.866 0.235
H -0.470 0.293 2.607 -0.061 -0.736 0.593 0.172
H -0.508 -1.286 1.716 -0.226 -0.557 0.254 0.162
H -0.761 -0.093 -0.441 -0.417 -0.157 -0.224 0.083
H -2.001 0.383 0.716 -0.219 -0.116 0.105 0.133
H 0.034 2.341 1.097 -0.289 0.171 0.202 0.103
H -0.653 1.755 -1.766 -0.489 0.195 -0.375 0.043
H -0.187 3.440 -1.073 0.059 0.023 -0.001 0.062
H 1.643 -0.379 2.423 -0.101 0.059 -0.335 0.106
H 2.364 1.301 -0.594 0.069 -0.082 0.071 0.018
H 2.396 1.797 -1.138 0.076 0.064 -0.094 0.041
H 1.311 -1.212 -0.045 0.527 -0.075 -0.095 -0.014
O 1.040 -1.892 -0.683 0.108 -0.003 0.605 -0.108
H 0.612 -1.310 -1.395 -0.418 0.045 -0.651 -0.018
H -0.531 -0.808 -3.099 -0.200 -0.212 0.071 -0.032
O -0.304 -0.413 -2.253 0.448 0.377 0.278 -0.298
H -0.315 -2.381 0.128 -0.095 -0.513 -0.722 -0.007
H -1.633 -3.300 0.158 0.169 0.024 -0.037 0.058
O -1.168 -2.581 0.591 -0.021 0.242 0.691 -0.082
```
Forces are in eV/Å.

Calculated values
HOMO   -0.3110 Eh